Record 1
{"formula": "C5H4FNO", "method": "ωB97M-V/def2-TZVPD", "species": ["F", "C", "C", "H", "H", "C", "H", "N", "C", "C", "H", "O"], "coordinates": [[-2.865921, -1.068654, 0.003690], [-0.465440, -1.010124, -0.006138], [1.934016, 0.078594, -0.006156], [2.254236, -0.961849, 0.004002], [2.316089, 0.563568, -0.871347], [-1.545028, 1.037058, -0.003644], [2.354214, 0.561517, 0.883463], [-0.151922, 1.339119, 0.002224], [0.442685, 0.189635, 0.001625], [-1.688404, -0.488830, -0.006115], [-0.133367, -2.060031, 0.000539], [-2.451156, 1.820001, -0.002146]], "forces_ev_per_angstrom": [[0.026, 0.001, -0.026], [0.015, -0.405, 0.043], [-0.461, -0.593, 0.984], [-0.008, -0.008, -0.086], [0.395, 0.478, -0.734], [-0.429, 0.289, 0.026], [-0.141, 0.052, -0.201], [0.030, -0.620, -0.010], [-0.069, 0.355, 0.002], [0.545, 0.039, 0.025], [-0.301, 0.755, -0.015], [0.398, -0.344, -0.008]], "mulliken_charge": [-0.267, -0.644, -1.020, 0.295, 0.308, 0.327, 0.297, -0.593, 0.806, 0.599, 0.346, -0.456], "smiles": "CC1=NC(=O)C(F)=C1", "charge": 0}

Record 2
{"formula": "C22H28N4O3S", "method": "ωB97M-V/def2-TZVPD", "species": ["C", "C", "C", "O", "H", "C", "H", "H", "N", "H", "H", "H", "N", "N", "C", "H", "H", "H", "C", "C", "C", "H", "C", "C", "H", "C", "C", "O", "C", "H", "H", "H", "H", "H", "C", "O", "H", "N", "H", "H", "C", "H", "C", "C", "H", "S", "H", "C", "H", "C", "H", "H", "C", "H", "C", "C", "H", "H"], "coordinates": [[1.406199, 0.637057, 1.619746], [6.165369, 1.766592, -1.312020], [-1.010541, 1.375957, 2.128432], [2.507299, 0.817407, 2.125645], [1.656549, 0.696404, -1.032415], [-4.150558, 0.517295, 0.318703], [0.300898, 1.579941, -1.759317], [-3.363730, -3.843387, 0.022451], [-3.146596, 0.639183, 1.247962], [1.492273, -2.595430, 1.121244], [0.813512, 2.554667, 2.207565], [-6.095671, 0.865896, -2.502757], [1.073182, -0.555814, 1.083128], [-5.158581, -0.273800, 0.472315], [-0.084361, -0.832873, 0.300582], [6.732305, 1.513096, -2.209059], [4.097167, 1.695312, -0.712226], [-3.167786, -1.859073, -1.752286], [-3.176542, -3.007950, 0.694322], [-5.987789, -0.205406, -0.600176], [-2.145323, -2.092158, 0.112490], [-1.005480, 0.403671, 2.620658], [6.348531, -0.369423, -0.267197], [3.033552, -1.598797, 0.004264], [-1.502039, -0.328340, -2.701240], [-1.366671, -0.715243, -1.702307], [4.768514, 1.150973, -1.379704], [2.988301, -2.377434, -0.925382], [2.033134, -1.649903, 1.171101], [4.791061, -1.030132, -1.656903], [-3.230258, 0.057090, 2.068866], [-1.336843, 2.116354, 2.864139], [-0.867055, -2.105251, 1.826632], [6.366354, 1.500898, 0.817554], [-2.302544, -1.575816, -1.170621], [-1.929962, 2.060984, 0.006565], [3.849683, 0.009395, 0.938787], [3.923119, -0.603110, 0.132097], [-4.115973, -2.469330, 0.825931], [0.272055, 2.130220, 0.586551], [-0.236166, -0.327831, -0.987446], [7.870038, 1.190344, -0.062008], [0.381097, 1.753366, 1.606778], [-5.603303, 0.650907, -1.577215], [4.346777, 1.181529, -2.382704], [-4.117741, 1.429971, -1.160918], [6.353769, -0.923220, 0.670387], [4.926706, -0.294253, -0.860463], [-2.857262, -3.399657, 1.656939], [-2.036993, 1.397060, 1.014794], [2.568343, -1.564876, 2.120685], [6.134366, 2.850905, -1.218182], [6.787161, 1.083396, -0.098377], [-6.869947, -0.818981, -0.602055], [0.751859, 0.596134, -1.625698], [-1.025301, -1.712726, 0.830477], [1.026971, 0.217175, -2.608208], [7.011432, -0.878581, -0.966876]], "forces_ev_per_angstrom": [[-0.175, 0.416, 0.176], [-0.060, 0.086, 0.095], [0.152, 0.189, -0.177], [0.167, 0.131, 0.168], [0.098, 0.048, -0.031], [-0.101, 0.503, -0.731], [0.025, 0.103, 0.004], [-0.038, -0.109, -0.001], [-0.038, 0.056, 0.237], [0.101, 0.122, -0.026], [0.009, -0.134, -0.109], [-0.153, 0.032, -0.223], [0.049, -0.429, -0.012], [0.356, -0.172, 0.819], [-0.343, 0.060, -0.301], [0.064, 0.026, -0.053], [-0.053, 0.017, -0.007], [-0.130, -0.004, -0.081], [-0.056, 0.015, -0.011], [-0.143, 0.220, -0.573], [0.184, -0.085, 0.070], [-0.066, 0.018, 0.044], [0.038, 0.048, 0.040], [-0.255, -0.017, 0.564], [-0.032, 0.056, -0.124], [-0.027, -0.117, 0.077], [0.110, 0.018, -0.122], [-0.101, -0.310, -0.332], [0.345, -0.190, 0.003], [0.043, 0.131, 0.111], [0.099, 0.050, -0.092], [-0.017, -0.050, -0.001], [0.027, -0.038, 0.116], [0.001, 0.061, 0.087], [0.137, -0.008, -0.029], [0.192, 0.264, -0.014], [-0.173, -0.161, -0.045], [0.274, 0.331, 0.082], [-0.045, -0.052, 0.053], [0.039, 0.026, 0.043], [0.117, -0.098, 0.153], [0.038, 0.050, 0.101], [0.043, 0.048, 0.079], [0.118, -0.011, 0.140], [-0.110, 0.024, -0.008], [-0.619, -0.325, 0.083], [0.019, -0.106, -0.040], [-0.034, -0.237, -0.166], [0.000, -0.073, 0.074], [-0.014, -0.227, 0.555], [-0.083, -0.050, -0.093], [0.045, 0.057, -0.082], [0.127, -0.064, -0.165], [-0.187, -0.070, -0.090], [-0.005, 0.007, -0.016], [-0.088, -0.057, -0.144], [0.069, 0.007, -0.056], [0.057, -0.027, -0.017]], "mulliken_charge": [0.784, -0.757, -0.720, -0.765, 0.075, 0.362, 0.360, 0.398, 0.078, 0.485, 0.381, 0.438, 0.527, -0.592, -0.609, 0.318, 0.149, 0.434, -1.608, -0.606, 0.629, 0.483, -0.928, 0.499, 0.457, -1.381, -0.613, -0.708, -1.100, 0.497, 0.339, 0.533, 0.364, 0.267, -0.506, -0.666, 0.381, -0.050, 0.315, 0.422, 1.959, 0.382, -1.121, -0.270, 0.325, -0.012, 0.361, -0.053, 0.364, 0.348, 0.510, 0.373, -0.598, 0.438, -2.099, -0.157, 0.558, 0.326], "smiles": "Cc1ccc(C)c(N(CC(=O)NC2CCCC2)C(=O)CCC(=O)Nc2nccs2)c1", "charge": 0}

Record 3
{"formula": "C24H48O18", "method": "ωB97M-V/def2-TZVPD", "species": ["C", "H", "O", "H", "H", "C", "H", "O", "O", "H", "H", "H", "H", "H", "C", "H", "O", "H", "H", "H", "H", "O", "H", "H", "O", "C", "C", "H", "H", "H", "H", "C", "C", "H", "H", "O", "H", "C", "H", "C", "C", "C", "C", "C", "H", "C", "H", "O", "H", "C", "O", "O", "C", "H", "C", "H", "H", "H", "O", "H", "H", "H", "H", "O", "C", "H", "O", "O", "C", "H", "H", "C", "H", "H", "H", "O", "O", "H", "C", "H", "H", "O", "H", "H", "C", "O", "H", "H", "C", "C"], "coordinates": [[0.408830, 0.681907, 3.559164], [0.715793, 1.880827, -1.140932], [-0.727206, -1.293046, 6.215233], [4.472115, 2.015211, 0.343032], [2.229884, -2.408023, -4.409755], [-3.548637, 1.785904, -2.903236], [-1.683122, 0.682572, -7.982955], [-2.246324, -3.121158, -1.337655], [-0.246811, 0.522263, 2.302918], [-2.693045, -2.523884, 4.894999], [5.976929, 6.850991, -1.569893], [2.005205, -0.753553, -3.882452], [-1.506918, 1.337044, -6.391652], [-3.159895, 2.717450, -2.485669], [5.270940, 4.331295, -0.960190], [-4.165520, -1.592592, 1.459764], [-5.251064, 1.220547, -0.739774], [-0.477977, -2.114601, 2.786313], [3.390697, 1.754266, -1.001267], [-1.711865, 1.003015, -3.716123], [-5.493439, -0.568507, 0.835493], [0.504258, 0.800195, -4.958344], [0.190723, -3.107072, -3.267663], [-0.458753, -1.581851, -3.231849], [1.407711, 1.518532, 1.135830], [0.317515, 1.026043, 1.220153], [-4.428532, -0.616228, 1.070644], [7.238601, 6.098505, -0.711037], [-2.314857, -0.095313, 6.649345], [2.415061, 0.112543, 2.954515], [3.203917, 3.171652, 0.078679], [6.706132, 6.040378, -1.666398], [-0.200923, -2.513135, 6.286883], [-4.697817, -4.398062, -1.762832], [0.156404, 0.315452, -1.694695], [5.090116, 4.855060, 0.102737], [-0.479430, -2.126469, 0.318252], [1.932202, -3.499335, 6.331398], [2.089519, -3.575870, 7.411175], [-4.983448, -3.639314, -1.035366], [-0.706702, -3.041923, 0.866623], [-2.674387, 1.374599, -4.071020], [-2.896797, -1.473764, 5.131815], [7.702531, 6.287887, -2.774506], [0.920673, -2.994261, 2.216703], [-0.118172, 1.180604, -1.089817], [-0.330176, 0.288107, 4.250670], [6.021343, 4.835883, -1.931961], [-3.088629, 0.588804, -4.707158], [-4.230734, 0.609615, -0.927022], [-3.723683, -0.312409, -0.125158], [4.746383, 3.194702, -1.375790], [3.908298, 2.528037, -0.440964], [7.170844, 6.422217, -3.719500], [1.659738, -0.157776, 3.696849], [-4.200039, 0.119765, 1.844484], [1.555541, -4.463637, 5.983503], [8.414158, 5.468637, -2.867436], [0.825635, -1.378960, -5.488800], [-2.421893, 2.186705, -4.754607], [-0.386760, 1.807836, -7.734404], [-5.155438, -2.671636, -1.505342], [2.178157, -0.125642, 4.654564], [-0.133344, -0.116645, -6.917096], [-0.938472, 1.002578, -7.253749], [-4.562470, 1.968432, -3.260427], [-0.507224, 0.789652, 0.207509], [-0.818006, -3.519611, 6.488619], [-0.167962, -3.030550, 2.275720], [-0.251061, -3.866091, 0.302853], [0.630849, 1.714821, 3.821928], [0.410501, -0.129657, -5.710696], [-2.571739, -0.897411, 4.267178], [1.510910, -1.223590, 3.521755], [-2.396596, -1.760406, 7.264160], [-3.430224, 0.733772, -1.967905], [1.091248, -2.413519, 6.034539], [0.886546, -1.919961, -2.147972], [1.479379, -1.633413, -4.262682], [-0.472855, -3.847801, 2.927368], [2.911703, -3.367292, 5.876980], [-4.030034, -3.549872, 0.005112], [-5.933699, -3.958005, -0.611625], [-3.978332, -1.408540, 5.242945], [-2.757076, -3.354480, -0.276912], [-2.100817, -3.339929, 0.890013], [8.278242, 7.201479, -2.626460], [-0.962094, 1.668681, -1.573424], [0.521416, -2.068160, -3.161753], [-2.125654, -1.141513, 6.405505]], "forces_ev_per_angstrom": [[0.403, -0.724, 1.054], [0.031, -0.060, 0.534], [0.822, 0.764, -0.233], [0.297, 0.195, -0.151], [-0.102, 0.004, -0.442], [0.122, 0.473, -1.068], [0.211, -0.382, -0.031], [-0.297, -0.416, -0.464], [-0.369, 0.189, 0.175], [-0.065, 0.076, -0.086], [-0.047, -0.026, -0.324], [-0.038, 0.155, -0.497], [0.335, 0.252, 0.073], [-0.118, -0.064, 0.265], [0.027, 0.519, 0.116], [0.289, -0.116, -0.462], [-0.087, 0.154, -0.019], [-0.024, -0.010, -0.056], [-0.117, 0.170, -0.082], [-0.041, 0.022, 0.091], [-0.011, -0.092, 0.323], [-0.031, 0.222, 0.210], [0.499, -0.103, 0.055], [0.323, 0.542, 0.023], [0.332, 0.514, 0.185], [0.346, -0.568, -0.502], [-0.889, 0.665, 0.272], [-0.213, -0.846, 0.096], [0.440, -0.027, 0.188], [-0.128, 0.314, 0.013], [-0.010, 0.241, -0.341], [0.457, 1.487, 0.524], [-0.726, -0.065, -0.291], [0.175, 0.210, -0.154], [-0.109, -0.120, 0.194], [-0.074, 0.083, 0.553], [-0.320, 0.144, 0.155], [0.436, -1.255, 0.548], [-0.131, 0.053, -0.049], [-0.315, -0.123, -0.601], [0.494, -1.274, -0.534], [0.630, -0.208, -0.427], [0.339, -1.204, 0.073], [-0.310, 0.117, -0.571], [0.011, -0.118, 0.049], [0.296, 0.422, -1.194], [-0.081, 0.229, 0.181], [0.384, -0.639, -0.419], [-0.305, -0.072, 0.315], [-0.733, 0.507, 0.277], [0.908, -0.815, 0.018], [-0.030, -0.251, -0.188], [-0.314, -0.776, 0.551], [0.133, -0.207, -0.062], [1.153, -0.649, -0.803], [-0.021, 0.121, -0.146], [-0.320, 0.215, -0.045], [-0.097, -0.090, -0.006], [0.103, -0.074, -0.376], [-0.283, 0.328, 0.299], [0.321, 0.031, 0.377], [0.292, 0.002, -0.141], [-0.476, 0.457, 0.247], [-0.254, -0.166, -0.576], [-0.755, 0.223, -0.307], [-0.191, -0.201, 0.465], [-0.447, 0.000, 0.146], [-0.037, -0.492, 0.339], [-0.075, 0.870, 0.306], [0.174, 0.196, 0.009], [-0.197, 0.188, -0.434], [0.124, -0.336, 0.194], [0.012, 0.294, 0.139], [-0.508, 0.065, 0.058], [-0.320, 0.003, -0.235], [0.635, -0.658, 0.010], [0.619, 0.791, -0.267], [0.279, 0.010, -0.089], [0.415, 0.179, 1.759], [-0.051, -0.310, -0.401], [-0.192, 0.499, -0.187], [-0.633, -0.487, 0.574], [0.191, 0.013, 0.383], [0.037, 0.300, 0.182], [0.984, 1.073, 0.253], [-0.642, 0.187, 0.492], [-0.107, 0.026, 0.307], [-0.138, -0.147, 0.175], [-1.376, -0.636, -0.430], [-0.925, 0.013, -0.131]], "mulliken_charge": [-0.021, 0.263, -0.343, 0.321, 0.362, -0.814, 0.262, -0.548, -0.263, 0.279, 0.295, 0.307, -0.097, 0.321, 0.695, 0.259, -0.616, -0.134, 0.189, 0.140, 0.403, -0.539, 0.429, 0.190, -0.609, 0.717, -0.864, 0.313, 0.281, 0.330, 0.314, -0.201, 0.785, 0.315, 0.069, -0.556, -0.090, -0.811, 0.311, -0.619, 0.149, -0.838, -0.841, -1.200, 0.473, -0.209, -0.048, -0.297, 0.423, 0.420, 0.102, -0.303, -0.543, 0.302, -0.808, 0.314, 0.342, 0.298, -0.356, 0.368, 0.305, 0.208, 0.405, -0.344, -0.230, 0.493, -0.222, -0.570, -0.943, 0.300, 0.453, 0.787, 0.093, -0.046, 0.441, -0.054, -0.217, 0.214, -0.443, 0.366, 0.267, -0.323, 0.237, 0.452, 0.806, -0.258, 0.387, -0.126, -0.794, -0.416], "smiles": "CCOC(=O)OC.CCOC(=O)OC.CCOC(=O)OC.CCOC(=O)OC.CCOC(=O)OC.CCOC(=O)OC", "charge": 0}

Energy relative to the best compared isomer or geometry (same formula, charge and spin): 87.1; 30.1; 96.7 (kJ/mol)